(1)
C8H32N17O11 | wB97M-V/def2-TZVPD

Positions of all 68 atoms, in Å:
N (0.1072, 0.3511, -0.4563)
O (0.8862, -0.5243, -0.8191)
O (-1.1054, 0.3004, -0.7111)
O (0.5713, 1.2848, 0.2232)
C (3.6625, -2.3651, 0.9883)
O (3.6051, -1.2977, 1.6218)
N (2.9904, -2.6414, -0.1226)
N (4.3226, -3.3490, 1.5891)
H (3.1231, -3.5459, -0.5465)
H (2.4276, -1.8660, -0.4398)
H (4.9502, -2.9691, 2.2792)
H (4.3741, -4.2440, 1.1292)
C (-4.8109, 0.4723, 0.7047)
O (-5.6340, 0.6693, 1.6196)
N (-5.2112, 0.4713, -0.5792)
N (-3.5018, 0.2200, 0.8855)
H (-6.2059, 0.5416, -0.7083)
H (-4.4897, 0.1049, -1.1790)
H (-2.9192, 0.1482, 0.0575)
H (-3.0414, 0.0191, 1.7561)
C (-1.4793, 2.8830, 2.9190)
O (-2.3053, 3.3048, 3.7120)
N (-1.6569, 2.8095, 1.5773)
N (-0.3238, 2.2826, 3.1896)
H (-0.9361, 2.4813, 0.9543)
H (-2.5828, 2.7389, 1.1886)
H (0.0960, 1.8713, 2.3740)
H (-0.0286, 2.1178, 4.1371)
C (2.6205, 0.6441, -3.8939)
O (2.8280, 1.3122, -4.8935)
N (1.9855, 1.1365, -2.8113)
N (3.1192, -0.5944, -3.6984)
H (1.7494, 2.1056, -2.7165)
H (1.7990, 0.4057, -2.1374)
H (2.8732, -1.0796, -2.8524)
H (3.7303, -1.0222, -4.3712)
C (0.4232, -5.0751, -0.9400)
O (1.3828, -5.2257, -1.7026)
N (-0.2895, -5.9822, -0.3384)
N (-0.0553, -3.8551, -0.7098)
H (-0.1061, -6.9715, -0.3896)
H (-1.0644, -5.8071, 0.2792)
H (0.3735, -3.0590, -1.1541)
H (-0.9355, -3.7861, -0.2277)
C (-0.1486, -3.0046, 2.9365)
O (-0.9264, -3.3416, 3.8337)
N (0.8286, -3.8033, 2.4520)
N (-0.3969, -1.9743, 2.1227)
H (1.0733, -4.5168, 3.1202)
H (1.2868, -3.6847, 1.5643)
H (0.0986, -1.9161, 1.2478)
H (-1.3573, -1.6952, 2.2548)
C (2.5302, 4.5860, 0.0107)
O (2.8401, 5.7434, -0.2441)
N (1.9788, 3.7583, -0.8424)
N (2.4936, 3.9384, 1.2028)
H (1.4471, 2.9831, -0.4821)
H (1.8070, 4.1694, -1.7489)
H (2.8346, 4.4756, 1.9849)
H (2.3326, 2.9490, 1.2703)
C (-3.0795, 3.7071, -2.2497)
O (-3.1084, 4.7341, -2.8749)
N (-4.0804, 3.1973, -1.5203)
N (-1.9942, 2.8722, -2.2393)
H (-4.8403, 3.8173, -1.2935)
H (-3.9040, 2.3692, -0.9802)
H (-1.1457, 3.1202, -2.7194)
H (-1.8877, 2.1006, -1.5929)

Calculated values
Energy above the lowest of the compared OMol25 structures with the same formula, charge and spin, kcal per mole: 0.00
LUMO level, eV: 1.792
F_max, Eh/bohr: 0.093
Charge: -1
Orbital gap, eV: 9.153

Mulliken atomic charge list, values in e, 6 entries:
1. N 0.81
2. O -0.83
3. O -0.86
4. O -0.68
5. C 0.60
6. O -0.68

=====

(2)
C8H32N9O11 | wB97M-V/def2-TZVPD

Positions of all 60 atoms, in Å:
N (1.0591, -0.2369, 0.4640)
O (0.7627, 0.2539, -0.6077)
O (2.0720, 0.0091, 0.9201)
O (0.4314, -1.0920, 0.9417)
C (1.9805, 6.7777, -1.5797)
O (2.5504, 5.5149, -1.2524)
H (0.9531, 6.6165, -1.9062)
H (1.9187, 7.3168, -0.6344)
H (2.5677, 7.3568, -2.2924)
H (2.1847, 4.7632, -1.7244)
C (1.8930, -0.9950, 6.2837)
O (2.8242, -1.2507, 5.3421)
H (0.8540, -1.2113, 6.0351)
H (2.1205, -1.3581, 7.2859)
H (2.0861, 0.0776, 6.2628)
H (2.6416, -0.8724, 4.4789)
C (0.3716, -1.1469, -5.5852)
O (1.3534, -1.5297, -4.6710)
H (0.0438, -0.1136, -5.4721)
H (0.9504, -1.1488, -6.5088)
H (-0.3975, -1.9160, -5.6575)
H (1.0897, -1.0602, -3.8762)
C (2.3062, -6.1545, 3.5762)
O (0.9292, -5.9543, 3.2597)
H (2.3684, -7.0941, 4.1251)
H (2.7968, -6.3967, 2.6334)
H (2.8874, -5.4665, 4.1902)
H (0.7626, -5.0088, 3.2646)
C (6.9919, 1.2254, -1.2346)
O (8.0653, 1.1483, -1.7842)
N (6.7552, 1.8656, -0.1192)
N (5.8546, 0.7312, -1.6604)
H (5.7817, 1.7363, 0.1172)
H (7.5676, 2.1537, 0.4073)
H (5.0503, 0.7089, -1.0499)
H (5.9733, 0.2615, -2.5466)
C (-4.0975, 3.7635, -2.8102)
O (-4.4802, 3.4832, -1.6607)
N (-3.0359, 3.3792, -3.4981)
N (-4.7627, 4.5665, -3.5083)
H (-2.4231, 2.6631, -3.1351)
H (-2.7478, 3.8386, -4.3502)
H (-5.6295, 5.0068, -3.2347)
H (-4.2446, 4.9953, -4.2618)
C (-2.7657, -5.1094, -1.5199)
O (-3.3056, -5.8634, -2.2686)
N (-3.3624, -4.6504, -0.3764)
N (-1.6111, -4.6059, -1.6064)
H (-2.8780, -3.9948, 0.2199)
H (-4.2640, -5.0712, -0.2026)
H (-1.2061, -4.1455, -0.8039)
H (-1.0555, -4.5396, -2.4473)
C (-5.4670, 0.6202, 3.6750)
O (-5.2417, 0.0864, 4.6848)
N (-4.9584, 0.4660, 2.4723)
N (-6.2901, 1.6181, 3.6055)
H (-5.0584, 1.2363, 1.8268)
H (-4.1455, -0.1302, 2.5342)
H (-6.7282, 1.8451, 4.4868)
H (-6.6426, 2.0318, 2.7542)

Calculated values
Energy above the lowest of the compared OMol25 structures with the same formula, charge and spin, kcal per mole: 166.26
LUMO level, eV: 1.817
F_max, Eh/bohr: 0.220
Charge: -1
Orbital gap, eV: 6.523

Mulliken atomic charge list, values in e, 6 entries:
1. N 1.15
2. O -0.74
3. O -0.69
4. O -0.72
5. C -0.45
6. O -0.49

=====

(3)
C8H32O8 | wB97M-V/def2-TZVPD

Positions of all 48 atoms, in Å:
C (2.9183, -1.2736, 0.6344)
O (2.5011, -2.5613, 0.2862)
H (2.2947, -0.5634, 0.0914)
H (2.8655, -1.0952, 1.7084)
H (3.8938, -0.9860, 0.2422)
H (2.6332, -3.0806, 1.0827)
C (0.3199, -0.5728, -0.3319)
O (-0.6005, -0.1485, -1.2606)
H (1.3042, -0.1997, -0.6146)
H (0.1342, -0.1041, 0.6345)
H (0.3726, -1.6615, -0.3252)
H (-0.7161, -0.8636, -1.8907)
C (-1.7660, -1.5199, 1.0039)
O (-2.6897, -0.4877, 1.2227)
H (-2.1871, -2.4787, 1.3064)
H (-1.4654, -1.5404, -0.0437)
H (-0.9455, -1.3526, 1.7017)
H (-3.5441, -0.7867, 0.9029)
C (0.7561, 0.2647, 2.4660)
O (1.4890, -0.1002, 3.6256)
H (0.5673, -0.5383, 1.7534)
H (-0.2132, 0.6289, 2.8065)
H (1.3454, 1.0618, 2.0128)
H (1.0407, -0.8455, 4.0320)
C (-2.6965, 1.0256, -1.2938)
O (-3.6938, 1.6040, -2.1604)
H (-1.7399, 1.1447, -1.8026)
H (-2.5270, 1.6535, -0.4191)
H (-2.8945, 0.0190, -0.9256)
H (-3.6622, 1.1565, -3.0091)
C (-1.7920, -1.7098, -2.7080)
O (-0.4870, -1.9872, -2.1536)
H (-2.3755, -2.6188, -2.8542)
H (-2.3418, -1.0123, -2.0761)
H (-1.5998, -1.2534, -3.6790)
H (-0.0274, -2.5534, -2.7780)
C (-0.3391, 2.3592, 0.3884)
O (-1.1037, 3.4818, 0.8477)
H (0.6405, 2.6607, 0.0174)
H (-0.1189, 1.6763, 1.2089)
H (-0.8521, 1.8075, -0.3993)
H (-1.6740, 3.2194, 1.5740)
C (3.3935, 1.8226, 0.1270)
O (2.2852, 1.8145, -0.7260)
H (3.1675, 1.2863, 1.0487)
H (4.1968, 1.3322, -0.4228)
H (3.5945, 2.8554, 0.4118)
H (2.3388, 1.0206, -1.2630)

Calculated values
Energy above the lowest of the compared OMol25 structures with the same formula, charge and spin, kcal per mole: 237.73
LUMO level, eV: 0.149
F_max, Eh/bohr: 0.138
Charge: 0
Orbital gap, eV: 9.168

Mulliken atomic charge list, values in e, 6 entries:
1. C 0.72
2. O -0.56
3. H -0.11
4. H 0.40
5. H 0.30
6. H 0.35

=====

(4)
C8H33N9O8 | wB97M-V/def2-TZVPD

Positions of all 58 atoms, in Å:
C (11.6015, 9.3324, 4.4824)
O (11.9504, 8.7930, 5.7861)
C (12.8529, 9.5549, 6.6197)
C (14.2929, 9.1164, 6.1941)
C (14.5507, 7.6546, 6.5168)
N (15.2349, 9.9517, 6.9107)
H (12.4683, 9.6767, 3.8655)
H (11.0112, 10.2228, 4.6214)
H (11.0903, 8.5883, 3.9402)
H (12.7639, 10.6604, 6.5248)
H (12.6212, 9.1794, 7.6047)
H (14.3830, 9.2461, 5.0507)
H (14.5224, 7.4187, 7.6227)
H (15.5469, 7.4725, 6.1078)
H (13.8069, 7.0497, 5.9805)
H (16.1614, 9.7712, 6.5776)
H (15.1021, 10.9391, 6.6427)
N (7.4990, 9.7690, 6.1913)
C (6.3895, 9.9355, 6.9764)
N (6.6553, 9.9989, 8.3113)
O (5.2994, 10.2633, 6.5695)
H (7.3556, 9.7815, 5.2312)
H (8.2342, 9.1101, 6.4711)
H (7.4423, 9.5231, 8.7090)
H (5.7825, 10.0660, 8.8077)
N (6.8793, 6.6458, 8.4622)
C (6.9725, 6.7451, 9.7860)
N (7.9033, 5.8007, 10.3999)
O (6.3267, 7.4699, 10.4945)
H (6.4348, 7.4703, 8.1084)
H (7.3474, 5.8983, 8.0177)
H (8.3855, 5.2476, 9.6859)
H (7.6763, 5.4318, 11.2855)
N (11.0604, 6.0640, 10.0096)
C (11.1141, 5.1091, 9.0177)
N (12.3498, 4.9650, 8.4387)
O (10.1188, 4.5314, 8.5382)
H (10.1659, 6.1986, 10.4174)
H (11.8371, 6.6350, 10.2032)
H (12.4345, 4.1215, 7.8800)
H (13.0246, 5.6340, 8.2504)
N (12.9150, 10.7832, 11.4010)
C (12.1697, 10.3368, 10.4269)
N (11.4307, 11.3719, 9.8287)
O (12.0524, 9.1255, 10.2256)
H (13.3107, 10.0658, 11.9224)
H (12.5613, 11.5499, 11.9233)
H (10.6391, 11.3220, 9.2097)
H (11.7670, 12.3169, 9.8557)
O (9.6730, 7.6011, 6.3537)
H (10.2013, 7.8461, 5.6322)
H (9.5721, 6.6719, 6.3609)
O (9.2588, 11.9260, 7.7677)
H (9.2560, 11.5333, 6.8635)
H (8.3563, 11.8810, 8.0759)
O (9.1919, 8.3976, 8.8963)
H (9.6739, 8.0777, 8.0951)
H (9.8824, 8.4059, 9.5565)

Calculated values
Energy above the lowest of the compared OMol25 structures with the same formula, charge and spin, kcal per mole: 12.56
LUMO level, eV: 0.294
F_max, Eh/bohr: 0.084
Charge: 0
Orbital gap, eV: 9.754
SMILES string: COC[C@H](C)N.NC(N)=O.NC(N)=O.NC(N)=O.NC(N)=O.O.O.O

Mulliken atomic charge list, values in e, 6 entries:
1. C -0.97
2. O -0.10
3. C -0.47
4. C 0.62
5. C -1.28
6. N -0.69